Computed, not measured: 5 unconnected molecules or ions with the total composition C16H20ClN4, with ωB97M-V/def2-TZVPD.

Properties
- molar mass (g/mol) = 303.817
- highest occupied orbital energy (eV) = -5.04
- multiplicity = 1
- charge = -1

Atoms and positions in Å:
Cl  0.4769  -1.2768  1.6663
N  -3.4030  -2.6374  0.0124
N  3.3786  3.0447  3.8466
N  -1.2974  0.9284  -0.2722
N  1.5310  -1.5100  -1.4939
C  3.1315  -1.7939  -3.1570
C  -2.3139  1.2422  -1.1544
C  -4.1130  -2.8386  -2.0452
C  -2.6323  -2.8803  -2.0568
C  2.3549  2.5590  3.0539
C  -2.2413  -2.6274  -0.7750
C  1.7280  1.5386  3.7743
C  3.2999  2.3533  5.0185
C  -0.5253  2.0295  -0.0648
C  2.3350  -0.6450  -3.4360
C  2.2607  1.4521  5.0566
C  2.7184  -2.1545  -1.8647
C  -4.4996  -2.4164  -0.7981
C  -2.2200  2.5961  -1.3913
C  -1.0862  3.0635  -0.7963
C  1.3092  -0.5374  -2.4917
H  2.2248  2.9163  2.0430
H  -2.8441  3.2196  -2.0142
H  0.9197  0.9247  3.4052
H  2.0840  0.8219  5.9156
H  3.8779  3.9151  3.7314
H  4.0376  2.5323  5.7868
H  -2.0434  -3.2090  -2.9003
H  3.2540  -2.9116  -1.3113
H  -4.7088  -3.1172  -2.9018
H  0.3367  1.9985  0.5850
H  -0.6987  4.0661  -0.9017
H  0.3848  0.0110  -2.3861
H  -3.4913  -2.4233  0.9955
H  2.2296  -0.1684  -4.3994
H  -2.9290  0.4106  -1.4652
H  -1.1015  0.0093  0.0979
H  4.0226  -2.1549  -3.6489
H  0.9806  -1.6777  -0.6638
H  -1.3030  -2.5774  -0.2426
H  -5.4244  -2.0758  -0.3565

natural (NBO) population analysis, charges in e, atoms 1 to 5:
1 Cl -0.94
2 N -0.52
3 N -0.52
4 N -0.51
5 N -0.52